Record 1
This record from the OMol25 dataset describes 21 unconnected molecules or ions with the total composition C6H58BNO21. The level of theory is ωB97M-V with the def2-TZVPD basis set.

```
87
Properties=species:S:1:pos:R:3:forces:R:3:lowdin_charge:R:1
H -21.784 -63.185 9.004 0.01 -0.43 0.08 -0.003
H -17.946 -66.680 3.424 0.74 1.20 -1.83 0.055
C -18.471 -60.072 10.432 -0.46 1.69 2.89 -0.142
C -18.100 -65.236 7.191 2.23 4.27 -6.87 0.010
O -17.010 -68.171 6.032 3.73 -0.49 1.36 -0.065
H -19.150 -57.268 10.966 2.47 -2.27 3.32 -0.078
H -16.784 -59.858 11.852 -2.40 0.39 0.48 0.169
H -20.065 -63.155 12.812 0.76 -0.29 -0.22 0.104
O -22.611 -62.715 8.880 0.46 0.66 -1.14 -0.043
H -15.930 -63.512 11.702 0.99 -4.58 0.12 -0.099
O -20.158 -55.729 14.820 -1.87 -1.81 -0.47 -0.119
O -18.421 -67.061 4.112 10.43 -4.60 0.83 0.075
H -18.002 -56.621 13.582 -1.00 1.20 -2.27 0.059
O -15.301 -63.173 7.625 -1.00 1.40 -1.49 0.015
H -20.476 -56.698 14.641 0.59 2.91 0.54 0.101
O -19.929 -62.810 11.914 1.11 -1.13 1.04 0.010
O -16.647 -54.542 12.194 -1.95 -0.48 2.86 -0.107
O -18.327 -53.613 14.784 0.77 1.28 -1.59 -0.029
O -18.369 -63.800 7.444 -1.01 -1.34 1.10 -0.193
H -20.245 -58.067 8.656 3.61 4.12 2.44 -0.085
O -20.675 -58.775 8.347 -4.03 -2.83 -2.32 -0.027
H -15.088 -63.802 8.249 0.39 -2.98 2.15 0.017
C -18.391 -61.995 8.837 4.83 1.99 1.44 -0.054
N -18.121 -61.489 10.340 -1.46 -1.11 -2.43 0.059
B -15.856 -66.059 11.099 0.57 0.88 2.24 -0.434
H -18.067 -59.289 9.741 -0.17 -1.52 -0.10 0.161
H -20.264 -60.025 16.136 0.31 -0.56 0.98 0.031
H -19.179 -67.411 10.979 0.32 -3.74 3.39 0.023
H -20.533 -61.954 6.413 0.18 5.10 0.21 -0.045
H -16.288 -62.173 5.027 -0.64 1.22 0.25 -0.038
H -18.557 -68.043 8.976 0.01 -0.60 -1.23 0.004
H -19.225 -60.632 15.070 1.19 -1.13 0.63 0.004
H -16.020 -66.143 9.935 0.24 -0.14 -1.09 -0.098
H -14.833 -65.245 11.481 -1.40 -0.66 -0.75 -0.023
H -18.905 -63.775 9.487 -4.40 -2.68 2.88 0.068
H -21.396 -66.003 5.602 1.63 -0.12 -3.96 0.151
O -20.873 -65.989 4.658 -2.44 -0.58 1.76 -0.140
H -21.444 -66.339 3.902 0.65 0.72 2.13 0.080
C -17.964 -59.624 11.843 1.75 -1.77 0.29 -0.227
H -18.487 -65.900 7.788 -2.67 -3.24 3.60 0.000
H -18.308 -66.383 10.315 4.28 1.36 0.36 -0.053
O -18.196 -58.271 11.916 -0.16 2.77 1.60 -0.219
H -18.395 -60.566 5.548 1.30 0.38 -0.19 0.073
H -15.528 -62.221 12.629 -1.36 -2.02 -2.71 0.129
C -18.279 -63.423 8.829 4.03 0.04 -4.09 -0.223
H -20.639 -62.218 11.875 -1.93 1.65 -0.70 0.048
C -17.758 -57.584 13.152 0.91 -1.60 0.17 -0.020
O -19.680 -56.851 10.381 -2.40 2.62 -4.37 0.012
H -19.323 -61.828 8.656 -5.95 1.91 -0.93 0.055
H -20.540 -56.671 10.729 -0.48 0.01 0.57 0.048
H -19.855 -63.174 6.693 1.23 -1.07 0.34 -0.019
H -16.971 -65.588 11.543 0.69 -0.05 0.03 -0.055
H -17.017 -65.236 7.262 0.17 -0.74 -0.24 0.077
H -18.439 -65.509 5.979 0.98 1.10 3.81 0.170
H -17.186 -59.575 5.393 0.06 1.61 -0.32 0.021
O -19.938 -60.063 15.252 -1.47 1.72 -1.63 -0.029
O -21.176 -65.107 10.502 -5.96 4.95 2.85 -0.017
H -20.495 -65.637 10.403 5.58 -4.50 -1.03 -0.119
H -17.151 -54.638 13.115 1.85 0.69 -2.93 0.060
H -16.034 -67.902 5.975 -2.00 -0.89 0.54 0.104
H -21.206 -64.968 11.495 -0.05 -0.25 -2.01 0.072
H -18.114 -68.546 7.509 0.52 0.33 0.02 -0.025
O -18.742 -68.655 8.227 -0.61 0.17 1.08 -0.086
H -18.734 -62.114 11.121 1.77 1.42 -2.02 0.174
H -18.548 -54.523 14.735 -0.80 -1.23 0.60 -0.037
H -17.119 -61.608 10.460 0.21 -0.43 0.75 0.108
H -17.354 -63.676 9.256 1.92 -0.83 0.16 0.106
H -16.684 -57.595 13.200 0.54 -0.31 -0.11 0.096
H -14.739 -62.483 7.927 0.73 1.41 -0.16 0.055
O -17.412 -60.468 5.541 -1.37 -1.99 0.53 -0.032
H -18.164 -58.061 14.002 -0.24 -1.93 0.89 0.059
H -18.399 -53.283 15.662 -0.10 -0.04 1.07 0.032
O -15.931 -63.037 4.952 0.56 -1.50 -0.40 -0.063
O -20.665 -62.830 6.349 -1.60 -3.99 -0.67 0.017
H -19.211 -66.831 4.172 -11.17 3.67 0.68 -0.127
H -21.489 -58.271 8.095 0.48 -1.36 -0.07 0.078
O -16.018 -62.619 11.798 0.46 6.39 2.51 -0.082
H -23.082 -62.765 9.689 -0.54 -0.32 1.11 0.004
H -15.585 -67.126 11.704 -0.39 0.55 -0.59 -0.054
H -17.372 -67.595 5.398 -1.54 1.09 -1.62 -0.055
H -20.959 -55.128 14.825 1.28 -1.29 -0.09 0.084
H -17.794 -61.450 8.026 -0.21 -0.65 1.66 0.166
H -17.386 -54.327 11.606 0.22 0.00 -0.01 0.030
H -18.537 -60.216 12.670 1.19 0.90 -1.17 0.142
O -19.128 -66.740 10.404 -4.00 2.21 -3.46 0.032
H -19.558 -59.949 10.541 0.23 -0.20 -0.87 0.131
H -15.840 -63.371 5.855 -0.01 0.33 -0.20 -0.015
```
Forces are in eV/Å.

Calculated values
- E_HOMO: -8.2 eV
- Lowest unoccupied orbital energy: -1.0 eV
- Multiplicity: 1
- Gap between HOMO and LUMO: 7.27 eV

Record 2
This record from the OMol25 dataset describes C6H5BF2 in the gas phase. The level of theory is ωB97M-V with the def2-TZVPD basis set.

```
14
Properties=species:S:1:pos:R:3:forces:R:3:lowdin_charge:R:1
B -0.207 2.260 0.662 2.11 -0.04 -0.19 -0.502
H 0.084 0.107 2.217 -0.06 -0.17 0.19 0.117
C 0.043 -0.187 1.179 0.20 -1.03 1.08 -0.050
F 0.019 3.182 -0.311 -0.84 -0.10 1.48 0.194
C -0.071 0.463 -1.087 -0.23 -0.01 -1.31 -0.048
H -0.194 1.261 -1.803 0.11 0.00 -0.23 0.116
C -0.017 -0.848 -1.496 0.04 -0.22 0.03 -0.067
C -0.031 0.785 0.236 -1.07 1.82 0.33 -0.139
H -0.048 -1.074 -2.540 -0.01 -0.22 -0.46 0.100
C 0.106 -1.511 0.803 0.31 -0.32 -0.32 -0.061
C 0.077 -1.855 -0.549 0.11 0.98 0.62 -0.061
F -0.185 2.541 1.983 -0.52 0.62 -1.22 0.208
H 0.248 -2.261 1.555 -0.11 -0.39 0.21 0.100
H 0.174 -2.863 -0.850 -0.03 -0.93 -0.23 0.093
```
Forces are in eV/Å.

Calculated values
- Structure (SMILES): FB(F)c1ccccc1
- E_HOMO: -9.7 eV
- Lowest unoccupied orbital energy: 0.4 eV
- Multiplicity: 1
- Relative energy (zero: lowest compared OMol25 entry of this formula, charge and spin): 0.0000 eV
- Gap between HOMO and LUMO: 10.16 eV

Record 3
This record from the OMol25 dataset describes a molecular structure, C6H5BaN3. The level of theory is ωB97M-V with the def2-TZVPD basis set.

```
15
Properties=species:S:1:pos:R:3:forces:R:3:lowdin_charge:R:1
C -0.173 1.818 0.406 -0.38 4.97 1.26 -0.261
H 0.497 -0.982 -1.615 -0.72 0.85 0.22 0.157
Ba -1.165 2.171 -2.001 -2.30 1.46 -1.54 2.081
C -2.264 -0.875 0.122 -2.58 -2.20 -2.41 -0.154
C 0.179 0.261 0.034 2.05 -1.00 1.43 -0.472
H -0.265 -1.751 0.952 -1.40 1.64 -0.35 0.163
H 0.454 0.613 -2.064 1.35 -1.61 0.74 -0.015
N -0.421 3.022 0.586 1.59 -8.24 -1.32 0.116
H 3.646 -1.288 1.399 -1.44 1.86 -1.31 0.117
C 2.855 -0.600 0.892 -7.12 2.02 -1.67 0.186
C 1.711 -0.065 0.481 4.64 -2.87 2.23 -0.036
N -0.011 -0.079 -1.443 0.68 0.91 0.39 -0.138
N -3.249 -1.222 -0.515 5.88 2.57 3.77 0.168
C -0.838 -0.743 0.851 -0.25 0.70 0.46 -0.072
H -0.956 -0.280 1.916 0.02 -1.06 -1.90 0.159
```
Forces are in eV/Å.

Calculated values
- Charge: +2
- E_HOMO: -17.5 eV
- Lowest unoccupied orbital energy: -8.8 eV
- Multiplicity: 1
- Gap between HOMO and LUMO: 8.78 eV

Record 4
This record from the OMol25 dataset describes C6H5Br2NO2S in the gas phase. The level of theory is ωB97M-V with the def2-TZVPD basis set.

```
17
Properties=species:S:1:pos:R:3:forces:R:3:mulliken_spin:R:1
H 1.198 -2.923 0.897 -1.06 2.59 -0.19 0.000
H -0.333 -0.903 -3.348 -0.65 0.11 -0.52 0.002
C 0.569 -1.477 -0.300 -0.55 -0.26 -0.20 0.013
C -0.426 2.272 2.826 -0.05 -0.60 0.04 0.391
C -0.266 -0.839 -2.287 0.90 -0.71 -0.10 -0.004
O 0.033 1.515 -1.961 1.24 1.57 4.41 0.007
C -0.359 1.157 2.063 -0.08 -1.36 0.35 0.413
S 1.179 1.014 0.744 0.77 0.63 -0.96 0.915
Br -1.801 2.607 4.026 -0.12 0.63 -0.14 0.122
C 0.144 0.249 -1.614 -0.68 -0.21 -0.40 0.024
Br -1.721 -0.022 1.755 -0.99 -0.30 0.02 0.072
H -0.075 -2.947 -1.865 0.02 -0.38 0.67 0.004
C 0.035 -1.959 -1.456 0.17 -0.17 -0.29 0.027
N 0.647 -0.089 -0.405 0.16 -0.17 0.83 0.006
H 0.490 2.810 2.834 0.39 0.96 0.66 0.004
O 0.807 -1.972 0.925 1.48 -2.79 0.69 0.005
H -0.120 1.507 -2.836 -0.95 0.44 -4.86 -0.001
```
Forces are in eV/Å.

Calculated values
- E_HOMO (alpha / beta): -5.1 / -7.5 eV
- <S²>: 2.021
- Lowest unoccupied orbital energy (alpha / beta): 0.6 / -3.2 eV
- Multiplicity: 3
- Relative energy (zero: lowest compared OMol25 entry of this formula, charge and spin): 0.0000 eV
- Gap between HOMO and LUMO (alpha / beta): 5.67 / 4.30 eV

Record 5
This record from the OMol25 dataset describes C6H5BrO in the gas phase. The level of theory is ωB97M-V with the def2-TZVPD basis set.

```
13
Properties=species:S:1:pos:R:3:forces:R:3:lowdin_charge:R:1
O 0.229 -1.868 0.713 -0.24 -0.66 0.83 0.026
H -1.042 -2.126 -0.994 -0.19 -0.22 -0.14 0.115
Br -3.403 0.180 -0.137 -0.28 0.26 0.03 0.715
H 2.481 0.333 0.076 0.11 0.10 -0.01 0.101
C 0.650 1.292 0.336 0.53 -0.35 -0.15 -0.097
C 1.407 0.227 0.048 0.02 0.24 0.12 -0.045
C -0.473 -1.467 -0.368 -1.89 4.06 0.77 -0.095
C -1.579 0.352 0.025 2.50 -3.94 -0.87 -0.600
H -1.224 2.348 0.539 -0.08 -0.06 0.01 0.101
H 1.657 -1.734 -0.841 -0.10 -0.07 0.08 0.139
C -0.794 1.373 0.318 -0.85 0.33 0.05 -0.207
H 1.152 2.219 0.578 0.11 0.00 0.05 0.102
C 0.938 -1.130 -0.292 0.35 0.31 -0.76 -0.254
```
Forces are in eV/Å.

Calculated values
- E_HOMO: -8.7 eV
- Lowest unoccupied orbital energy: 0.4 eV
- Multiplicity: 1
- Relative energy (zero: lowest compared OMol25 entry of this formula, charge and spin): 1.5614 eV
- Gap between HOMO and LUMO: 9.15 eV

no.,strongest force on any atom (hartree/bohr)
1,0.229
2,0.042
3,0.165
4,0.097
5,0.092